[1]
The following is a quantum chemistry calculation of an isolated molecule of C17H16NO3P in a non-equilibrium geometry, from OMol25.

Results
structure (SMILES): CCO[P@@](=O)(/C(C#N)=C(/O)c1ccccc1)c1ccccc1
DFT total energy: -1279.28157 Ha
gap between HOMO and LUMO: 9.1 eV
multiplicity: 1

Geometry as XYZ:
```
38
C17H16NO3P (ωB97M-V with the def2-TZVPD basis set)
C -2.006 -1.446 2.357
C -0.772 -0.619 2.674
H -1.034 0.274 3.249
H -0.056 -1.224 3.240
O -0.147 -0.143 1.489
P 0.898 -1.127 0.749
O 1.429 -2.161 1.641
C 2.162 0.007 0.100
C 2.347 1.285 0.603
C 3.380 2.067 0.117
C 4.227 1.570 -0.861
C 4.046 0.287 -1.355
C 3.014 -0.497 -0.873
H 2.862 -1.504 -1.237
H 4.712 -0.101 -2.112
H 5.033 2.182 -1.237
H 3.528 3.064 0.504
H 1.676 1.657 1.362
C 0.039 -1.851 -0.692
C -1.053 -1.360 -1.320
O -1.671 -2.112 -2.257
H -2.421 -1.634 -2.636
C -1.623 -0.038 -1.029
C -0.811 1.091 -0.981
C -1.363 2.328 -0.707
C -2.724 2.451 -0.482
C -3.541 1.334 -0.548
C -2.997 0.095 -0.831
H -3.635 -0.779 -0.860
H -4.603 1.427 -0.376
H -3.151 3.417 -0.259
H -0.727 3.199 -0.669
H 0.245 0.995 -1.178
C 0.582 -3.095 -1.057
N 1.063 -4.088 -1.369
H -2.713 -0.861 1.772
H -2.483 -1.765 3.280
H -1.713 -2.326 1.787
```

---

[2]
The following is a quantum chemistry calculation of a cluster of 2 separate species, C4H14N2O2 in total in a non-equilibrium geometry, from OMol25.

Results
structure (SMILES): NCCCNCO.O
DFT total energy: -420.74539 Ha
gap between HOMO and LUMO: 9.8 eV
multiplicity: 1

Geometry as XYZ:
```
22
C4H14N2O2 (ωB97M-V with the def2-TZVPD basis set)
C -0.417 -0.549 1.109
C 0.748 -0.560 0.103
C 1.183 -1.924 -0.494
N 0.503 -2.249 -1.766
N -0.375 0.523 2.082
C -0.960 1.792 1.774
O -0.538 2.415 0.567
H -1.294 -0.635 0.468
H -0.494 -1.510 1.622
H 0.404 -0.044 -0.790
H 1.656 0.035 0.252
H 2.240 -1.840 -0.703
H 0.943 -2.819 0.075
H 0.760 -1.658 -2.541
H -0.494 -2.136 -1.634
H 0.577 0.645 2.345
H -2.048 1.748 1.732
H -0.716 2.399 2.648
H 0.390 2.251 0.380
H -0.299 1.317 -1.772
H -1.366 1.460 -2.723
O -0.405 1.340 -2.734
```

---

[3]
The following is a quantum chemistry calculation of a structure of composition C20H37N2PSn in a non-equilibrium geometry, from OMol25.

Results
DFT total energy: -1449.13232 Ha
net charge: -2
gap between HOMO and LUMO: 3.0 eV
multiplicity: 1

Geometry as XYZ:
```
61
C20H37N2PSn (ωB97M-V with the def2-TZVPD basis set)
C -0.583 -0.493 -2.737
C 0.749 -0.590 -2.185
C 1.228 0.779 -1.984
C 0.197 1.658 -2.435
C -0.908 0.876 -2.860
Sn 0.114 -0.098 0.159
C 0.412 -3.205 0.918
C -0.843 -3.654 0.990
C -2.154 -3.494 1.136
N -1.460 1.244 0.193
H 2.231 1.062 -1.671
H 1.359 -1.488 -2.116
H 0.270 2.747 -2.485
H -1.843 1.281 -3.258
H -1.195 -1.337 -3.049
H 1.019 -3.262 0.008
H -2.313 1.199 -0.368
H 0.935 -2.840 1.810
H -2.850 -4.340 1.160
H -2.611 -2.495 1.199
C 2.220 4.238 0.378
C 2.815 3.446 1.548
C 4.018 2.663 0.991
C 3.266 4.411 2.659
P 1.510 2.230 2.177
N 1.482 1.103 1.052
C 2.103 1.421 3.786
C 1.907 2.346 5.001
C 1.344 0.101 4.020
C 3.591 1.047 3.670
C -0.186 3.030 2.389
C -1.127 2.061 3.120
C -0.107 4.338 3.176
C -0.831 3.363 1.057
H 3.030 4.816 -0.092
H 1.454 4.956 0.692
H 1.815 3.557 -0.383
H 4.613 3.338 0.360
H 4.677 2.278 1.774
H 3.662 1.826 0.378
H 2.427 4.938 3.131
H 3.864 3.918 3.435
H 3.908 5.177 2.197
H 0.852 2.502 5.254
H 2.375 1.851 5.866
H 2.403 3.317 4.880
H 1.370 -0.522 3.117
H 1.857 -0.437 4.832
H 0.306 0.246 4.332
H 3.778 0.469 2.756
H 4.257 1.917 3.713
H 3.845 0.407 4.529
H -0.795 1.807 4.127
H -2.097 2.562 3.217
H -1.313 1.150 2.541
H 0.414 5.114 2.609
H -1.144 4.669 3.313
H 0.345 4.210 4.163
H -0.256 3.984 0.377
H -1.095 2.257 0.378
H -1.818 3.789 1.267
```